1 | 17
Properties=species:S:1:pos:R:3 method="wB97M-V/def2-TZVPD" spin_multiplicity=1 homo_lumo_gap_ev=8.633 charge=+1
C 0.07 -1.07 0.60
C -0.91 0.87 -2.02
C 1.42 -1.41 1.00
C 0.14 1.03 -0.84
N -0.14 2.00 0.01
S -1.15 -2.33 0.86
S 0.89 -0.28 2.36
H -1.92 0.68 -1.52
H -0.63 -0.09 -2.54
H -0.89 1.83 -2.61
H 1.66 -2.39 1.41
H 2.17 -1.31 0.24
H 1.20 0.78 -0.86
H -1.06 2.47 -0.05
H 0.68 2.34 0.55
H -2.27 -1.74 0.32
H 0.74 -1.39 3.09

***

2 | 17
Properties=species:S:1:pos:R:3 method="wB97M-V/def2-TZVPD" spin_multiplicity=1 homo_lumo_gap_ev=8.984 charge=+1
C -0.91 0.66 -0.59
C -1.17 -1.03 1.23
C 1.25 -0.06 -0.42
C -1.70 0.07 0.41
N 1.85 0.49 -1.45
S -1.29 1.08 -2.16
S -1.24 1.73 1.00
H -0.99 -1.91 0.66
H -1.84 -1.20 2.01
H -0.09 -0.68 1.65
H 1.68 0.21 0.52
H 1.14 -1.14 -0.28
H -2.84 0.16 0.32
H 1.79 0.04 -2.39
H 2.49 1.28 -1.40
H -0.06 1.41 -2.28
H -0.03 1.42 1.34

***

3 | 17
Properties=species:S:1:pos:R:3 method="wB97M-V/def2-TZVPD" spin_multiplicity=1 homo_lumo_gap_ev=8.028 charge=+1
C -0.72 -1.57 0.37
C -0.49 -0.09 -0.13
N -1.41 0.88 0.54
C 0.93 0.36 0.06
S 0.97 2.23 -0.03
C 1.80 -0.29 -0.89
S 3.30 -0.88 -0.45
H -0.11 -1.90 1.18
H -1.72 -1.65 0.66
H -0.49 -2.34 -0.33
H -0.77 -0.07 -1.20
H -0.87 1.80 0.41
H -1.16 0.66 1.53
H -2.50 0.77 0.44
H 1.35 0.17 1.01
H 0.55 2.52 -1.23
H 1.33 -0.59 -1.93

***

Stability summary - winner: 3; margin: 181.0 kJ/mol.

***

1 | 6
Properties=species:S:1:pos:R:3 method="wB97M-V/def2-TZVPD" spin_multiplicity=1 homo_lumo_gap_ev="8.222 / 7.862" charge=0
N 0.57 -0.81 -1.03
O 0.27 -0.64 -2.16
O 1.48 -1.25 -0.42
P -0.95 0.34 0.79
H -0.32 0.64 2.07
H -1.05 1.73 0.75

***

2 | 6
Properties=species:S:1:pos:R:3 method="wB97M-V/def2-TZVPD" spin_multiplicity=1 homo_lumo_gap_ev=9.460 charge=0
N -0.10 0.38 -0.12
O -4.07 -0.58 0.02
O -1.74 -0.43 0.05
P -3.05 0.46 -0.09
H 0.29 -0.28 -0.79
H 0.24 0.14 0.81

***

Stability summary - winner: 2; margin: 341.6 kJ/mol.

***

1 | 18
Properties=species:S:1:pos:R:3 method="wB97M-V/def2-TZVPD" spin_multiplicity=1 homo_lumo_gap_ev=6.107 charge=+1
C -1.39 0.77 -0.23
C -2.11 -0.37 -0.17
C 0.84 0.08 0.10
C 1.89 -0.42 0.19
C -2.84 -1.52 0.20
C 3.06 -1.20 0.43
C 0.43 2.36 -0.56
N -0.04 1.04 -0.19
H -1.99 1.62 -0.73
H -3.36 -1.41 1.23
H -2.06 -2.29 0.27
H -3.58 -1.86 -0.57
H 2.83 -2.26 0.45
H 3.48 -0.92 1.39
H 3.81 -0.85 -0.37
H -0.24 2.83 -1.24
H 0.54 2.97 0.38
H 1.42 2.26 -1.02

***

2 | 18
Properties=species:S:1:pos:R:3 method="wB97M-V/def2-TZVPD" spin_multiplicity=1 homo_lumo_gap_ev=8.397 charge=+1
C 1.59 -0.07 -1.01
C 1.60 2.12 0.74
C 1.06 -0.67 0.27
C -1.31 -0.50 -0.24
C 1.23 0.88 0.10
C 0.16 1.89 0.27
C -2.73 -1.03 -0.10
N -0.31 -1.15 0.31
H 2.61 -0.28 -1.27
H 1.20 -0.12 -2.01
H 1.65 2.05 1.89
H 2.08 2.79 0.08
H 1.72 -1.14 1.03
H -1.03 0.39 -0.83
H -3.29 -1.06 -1.01
H -3.33 -0.22 0.40
H -2.57 -2.04 0.32
H -0.31 -1.84 1.04

***

Stability summary - winner: 1; margin: 75.5 kJ/mol.

***

1 | 18
Properties=species:S:1:pos:R:3 method="wB97M-V/def2-TZVPD" spin_multiplicity=1 homo_lumo_gap_ev=6.372 charge=+1
C -1.24 -0.95 0.15
C 0.16 -1.17 0.13
C -2.14 -0.01 -0.10
C 1.55 2.10 0.05
C 1.29 -0.39 -0.08
C -3.50 0.58 -0.07
C 2.67 -1.08 -0.11
N 1.48 0.92 -0.44
H -1.76 -1.93 0.32
H 0.41 -2.15 0.32
H 1.06 2.40 0.91
H 2.09 2.85 -0.51
H -3.95 -0.34 0.18
H -3.83 0.95 -1.09
H -3.41 1.35 0.64
H 3.03 -1.62 0.82
H 3.49 -0.23 -0.22
H 2.91 -1.82 -0.88

***

2 | 18
Properties=species:S:1:pos:R:3 method="wB97M-V/def2-TZVPD" spin_multiplicity=1 homo_lumo_gap_ev=9.309 charge=+1
C 0.12 -0.17 2.09
C -1.32 -0.29 1.67
C 0.47 -2.19 -1.43
C 0.89 0.35 -1.84
C 0.51 1.47 -1.26
C 0.38 -0.86 -1.30
C -0.30 0.25 0.70
N -0.20 1.54 -0.04
H 0.52 0.62 2.61
H 0.72 -1.03 2.12
H -1.66 -1.23 1.53
H -2.14 0.17 2.23
H -0.05 -2.81 -0.82
H 0.97 -2.66 -2.26
H 1.42 0.22 -2.74
H 0.57 2.48 -1.63
H 0.25 2.26 0.52
H -1.16 1.88 -0.16

***

Stability summary - winner: 1; margin: 38.9 kJ/mol.

***

1 | 22
Properties=species:S:1:pos:R:3 method="wB97M-V/def2-TZVPD" spin_multiplicity=1 homo_lumo_gap_ev="6.908 / 7.464" charge=0
C 3.12 0.93 0.18
C 2.04 1.98 0.66
C 0.69 1.63 0.11
N -0.42 -1.13 -1.17
N -3.56 -1.80 0.15
N 0.00 -1.36 0.15
N -2.99 -1.19 -1.05
Si -0.43 0.21 0.69
H 4.09 1.13 0.65
H 2.79 -0.13 0.40
H 3.28 0.96 -0.99
H 2.08 1.92 1.76
H 2.24 2.90 0.14
H 0.79 1.40 -1.03
H 0.09 2.47 0.30
H -0.20 -1.97 -1.65
H -2.05 -1.19 -1.19
H -4.55 -1.62 0.09
H -3.19 -2.73 0.12
H -0.04 -2.41 0.45
H -3.15 -0.20 -0.82
H -0.64 0.23 2.05

***

2 | 22
Properties=species:S:1:pos:R:3 method="wB97M-V/def2-TZVPD" spin_multiplicity=1 homo_lumo_gap_ev=7.913 charge=0
C -3.06 1.37 0.57
C -2.01 0.71 -0.33
C -1.33 -0.51 0.31
N 2.48 -2.50 -0.45
N 2.67 1.76 -0.35
N 1.20 -2.26 0.15
N 2.35 0.48 0.21
Si 0.40 -0.84 -0.52
H -3.35 2.33 0.15
H -3.84 0.77 0.90
H -2.46 1.52 1.49
H -2.36 0.26 -1.21
H -1.28 1.42 -0.39
H -2.10 -1.30 0.44
H -1.15 -0.35 1.39
H 2.71 -1.43 -0.55
H 3.11 -2.74 0.28
H 1.88 2.41 -0.11
H 2.76 1.70 -1.40
H 0.57 -3.04 0.25
H 2.15 0.76 1.22
H 0.65 -0.54 -2.05

***

Stability summary - winner: 2; margin: 195.4 kJ/mol.

***

1 | 18
Properties=species:S:1:pos:R:3 method="wB97M-V/def2-TZVPD" spin_multiplicity=1 homo_lumo_gap_ev=9.504 charge=+1
C -0.30 -0.44 -0.03
C -0.22 -0.85 1.44
S 0.45 -2.53 1.58
N 1.04 0.14 -0.54
H -1.14 0.23 -0.11
H -0.35 -1.35 -0.62
H -1.22 -0.73 1.86
H 0.34 -0.15 2.06
H -0.43 -3.14 2.29
H 1.73 -0.54 -0.26
H 1.20 1.07 -0.14
H 0.91 0.36 -1.54
H 3.21 3.00 0.51
H 1.91 3.57 -0.04
O 2.46 2.77 -0.01
H -2.45 -0.36 -2.41
H -3.86 -0.22 -1.78
O -3.28 -0.81 -2.27

***

2 | 18
Properties=species:S:1:pos:R:3 method="wB97M-V/def2-TZVPD" spin_multiplicity=1 homo_lumo_gap_ev=9.749 charge=+1
C -0.87 -0.36 -0.28
C -2.21 -0.27 0.41
S -2.63 1.35 1.15
N 0.30 -0.36 0.72
H -0.73 -1.27 -0.86
H -0.63 0.48 -0.94
H -2.91 -0.50 -0.41
H -2.31 -1.05 1.16
H -1.52 2.08 1.40
H 0.81 0.55 0.69
H -0.12 -0.40 1.65
H 0.76 -1.25 0.52
H 2.97 -1.58 -1.13
H 2.03 -2.46 -2.03
O 2.06 -1.72 -1.42
H 1.35 2.05 -0.88
H 2.14 2.71 0.18
O 1.51 1.98 0.08

***

Stability summary - winner: 2; margin: 55.9 kJ/mol.

***

1 | 19
Properties=species:S:1:pos:R:3 method="wB97M-V/def2-TZVPD" spin_multiplicity=1 homo_lumo_gap_ev=9.001 charge=0
C 1.61 1.50 1.48
N 1.97 0.57 0.55
O 3.32 1.07 0.13
C 1.41 -0.47 -0.18
O 2.20 -1.03 -1.11
C -0.11 -0.61 -0.38
C -0.81 -1.51 -1.18
C -2.20 -1.33 -1.21
C -2.89 -0.47 -0.44
C -2.14 0.45 0.27
N -0.79 0.41 0.13
H 2.43 1.42 2.49
H 1.88 2.51 1.29
H 0.47 1.25 1.86
H 3.41 0.24 -0.30
H -0.40 -2.45 -1.77
H -2.78 -2.17 -1.71
H -3.95 -0.49 -0.79
H -2.62 1.09 0.87

***

2 | 19
Properties=species:S:1:pos:R:3 method="wB97M-V/def2-TZVPD" spin_multiplicity=1 homo_lumo_gap_ev=10.442 charge=0
C 2.85 -0.96 0.82
N 1.45 -0.57 0.59
C 1.14 0.55 -0.11
O 1.85 1.44 -0.49
C -0.33 0.52 -0.46
C -1.33 1.54 0.29
C -2.43 0.91 0.68
C -2.32 -0.57 0.25
O -3.12 -1.40 0.26
N -1.05 -0.71 -0.35
C -0.88 -0.11 -1.68
H 3.29 -0.79 1.85
H 2.82 -1.98 0.56
H 3.55 -0.24 0.29
H 0.83 -1.29 0.64
H -1.22 2.53 0.37
H -3.26 1.34 1.13
H -1.74 0.32 -2.17
H -0.10 -0.54 -2.44

***

Stability summary - winner: 2; margin: 285.3 kJ/mol.

***

1 | 16
Properties=species:S:1:pos:R:3 method="wB97M-V/def2-TZVPD" spin_multiplicity=1 homo_lumo_gap_ev=9.081 charge=0
C 2.23 -0.63 0.23
N 0.92 -0.93 -0.38
C -0.17 -0.07 -0.12
C 0.01 1.37 -0.10
C -1.41 -0.66 -0.01
F -1.50 -1.99 -0.10
C -2.61 0.12 0.01
O -3.80 -0.26 0.10
H 2.97 -1.49 0.09
H 2.69 0.27 -0.29
H 2.13 -0.42 1.31
H 0.66 -1.85 -0.12
H 0.49 1.66 -1.07
H -0.92 1.96 0.03
H 0.82 1.66 0.60
H -2.52 1.24 -0.17

***

2 | 16
Properties=species:S:1:pos:R:3 method="wB97M-V/def2-TZVPD" spin_multiplicity=1 homo_lumo_gap_ev=8.516 charge=0
C 2.82 -0.06 -0.05
C 0.51 0.10 -0.07
C 0.85 1.69 0.15
C -0.85 -0.28 0.07
C -1.97 0.55 0.06
H 3.75 -0.92 0.42
H 3.09 0.19 -1.31
H 2.92 1.07 0.80
H 1.47 -1.60 0.06
H 2.04 1.90 -0.43
H -0.24 2.15 -0.46
H 0.74 2.05 1.42
H -1.70 1.69 0.17
N 1.59 -0.72 -0.29
O -3.15 0.20 -0.25
F -0.69 -1.67 0.28

***

Stability summary - winner: 1; margin: 617.4 kJ/mol.